[1]
{"formula": "C26H39N6SiTc", "method": "wB97M-V/def2-TZVPD", "spin_multiplicity": 2, "s_squared": 0.808, "lumo_ha": [-0.36904, -0.37691], "charge": 3, "symbols": ["Tc", "C", "C", "N", "C", "C", "N", "C", "C", "N", "C", "C", "N", "C", "C", "C", "C", "C", "C", "C", "N", "H", "H", "H", "H", "H", "H", "H", "H", "H", "H", "H", "H", "H", "H", "H", "H", "H", "H", "H", "H", "H", "H", "H", "C", "Si", "C", "C", "C", "C", "H", "H", "H", "H", "H", "H", "H", "H", "H", "N", "C", "C", "C", "C", "C", "C", "H", "H", "H", "H", "H", "H", "H"], "coordinates": [[-0.02716, 0.19890, -0.70091], [-2.74057, -3.37432, -0.34447], [-1.61897, -2.39602, -0.19679], [-1.47875, -1.35540, -0.94455], [-2.35596, -1.24110, -2.12991], [-1.89249, -0.15967, -3.12654], [-0.51954, 0.36161, -2.90933], [0.58656, -0.29064, -3.63820], [1.00925, -1.56896, -2.96752], [1.31951, -1.39116, -1.49016], [2.76364, -1.71535, -1.12190], [3.55654, -0.71124, -0.29356], [3.13583, -0.26095, 1.01402], [2.37136, -0.82038, 1.84309], [1.73941, -0.00520, 2.93935], [1.59486, -2.10070, 1.64595], [1.92827, -3.40662, 1.93519], [0.98949, -4.39494, 1.66796], [-0.21568, -4.07073, 1.04752], [-0.51472, -2.75156, 0.74774], [0.37040, -1.80784, 1.14493], [-3.66320, -2.87163, -0.62665], [-2.91989, -3.91021, 0.58470], [-2.51873, -4.11012, -1.12473], [-3.37676, -1.02154, -1.81067], [-2.38353, -2.21474, -2.62202], [-2.55539, 0.69940, -3.04539], [-1.99792, -0.54571, -4.14253], [-0.53926, 1.33009, -3.21735], [1.41585, 0.42025, -3.66891], [0.31313, -0.51577, -4.67365], [1.87204, -1.99012, -3.48182], [0.20278, -2.30152, -3.03811], [0.84065, -2.19507, -1.10515], [3.32636, -1.83840, -2.04766], [2.75455, -2.69323, -0.64309], [3.69938, 0.19438, -0.88826], [4.56807, -1.11996, -0.20220], [2.24954, 0.95634, 2.98348], [1.79924, -0.48971, 3.91316], [-0.32367, -0.61538, 3.11536], [2.89748, -3.64023, 2.35576], [1.20973, -5.42972, 1.89819], [-0.90113, -4.85679, 0.76586], [-0.37286, 1.71916, 4.98453], [-0.59310, 1.77281, 3.14210], [0.29320, 3.26185, 2.42498], [-2.40883, 1.64207, 2.69829], [0.22099, 0.13174, 2.52133], [0.13524, -0.33810, 1.08284], [-0.88480, 2.57226, 5.43542], [0.67641, 1.78393, 5.28073], [-0.79516, 0.81498, 5.42747], [0.14387, 4.09510, 3.11728], [-0.07714, 3.61566, 1.46086], [1.37937, 3.12860, 2.37194], [-2.95600, 2.50247, 3.08994], [-2.84041, 0.75566, 3.17045], [-2.63746, 1.57309, 1.63551], [1.33733, 1.88426, -0.51968], [0.34115, 2.70148, -1.14076], [0.53480, 3.46224, -2.27926], [-0.57844, 4.03391, -2.88475], [-1.86445, 3.82594, -2.37468], [-2.04864, 3.05643, -1.23554], [-0.93857, 2.48167, -0.61727], [1.40568, 2.12384, 0.47142], [2.27090, 1.93665, -0.91456], [1.52918, 3.62944, -2.67565], [-0.44520, 4.65702, -3.75972], [-2.71411, 4.29069, -2.85670], [-3.03641, 2.93259, -0.80935], [-1.04716, 1.97420, 0.35257]], "forces_ev_per_a": [[0.3, -0.3, -0.4], [0.0, 0.0, 0.0], [-0.1, 0.1, -0.1], [0.0, 0.0, 0.0], [0.0, 0.0, -0.1], [-0.1, 0.0, 0.1], [0.1, 0.0, 0.1], [0.1, 0.0, -0.2], [0.1, -0.1, 0.2], [-0.1, -0.1, -0.1], [0.0, 0.1, -0.1], [0.1, 0.0, -0.1], [-0.1, 0.1, 0.1], [0.0, 0.0, -0.1], [0.0, 0.0, 0.1], [0.0, 0.1, 0.0], [0.0, 0.0, 0.0], [0.0, 0.0, 0.0], [-0.1, 0.0, 0.0], [0.0, 0.0, 0.0], [0.0, -0.1, -0.1], [0.0, 0.0, 0.0], [0.0, 0.0, 0.0], [0.0, 0.0, 0.0], [0.0, 0.0, 0.0], [0.0, 0.0, 0.0], [0.0, 0.0, 0.0], [0.0, 0.0, 0.0], [0.0, 0.0, 0.0], [0.0, 0.0, 0.0], [0.0, 0.1, 0.0], [0.0, 0.0, 0.0], [0.0, 0.0, 0.0], [-0.1, 0.1, 0.1], [0.0, 0.0, 0.0], [0.0, 0.0, 0.0], [0.0, 0.0, 0.0], [0.0, 0.0, 0.0], [0.0, 0.0, 0.0], [0.0, 0.0, 0.0], [-0.1, 0.0, -0.1], [0.0, 0.0, 0.0], [0.0, 0.0, 0.0], [0.0, 0.0, 0.0], [0.1, 0.0, -0.1], [-0.1, -0.1, 0.1], [0.0, 0.1, 0.0], [0.1, 0.0, 0.1], [0.1, 0.1, -0.1], [-0.1, 0.0, 0.4], [0.0, 0.0, 0.0], [0.0, 0.0, 0.0], [0.0, 0.0, 0.0], [0.0, 0.0, 0.0], [0.0, 0.0, 0.1], [0.0, 0.0, 0.0], [0.0, 0.0, 0.0], [0.0, 0.0, 0.1], [0.0, 0.0, -0.1], [0.1, 0.1, 0.3], [-0.1, -0.1, 0.1], [0.0, 0.1, -0.1], [0.0, 0.0, 0.1], [0.0, 0.0, 0.1], [-0.1, 0.1, -0.2], [-0.2, -0.2, -0.1], [0.2, -0.1, 0.0], [-0.1, 0.1, -0.2], [0.0, 0.0, 0.0], [0.0, 0.0, 0.0], [0.0, 0.0, 0.0], [0.0, 0.0, 0.0], [-0.1, 0.0, 0.0]]}

***

[2]
{"formula": "H8IO4", "method": "wB97M-V/def2-TZVPD", "lumo_ha": 0.12765, "charge": -1, "symbols": ["I", "O", "H", "H", "O", "H", "H", "O", "H", "H", "O", "H", "H"], "coordinates": [[0.30585, 1.22954, 0.53838], [-1.89515, 0.76754, 3.12138], [-1.62715, 0.95354, 2.24838], [-2.45815, -0.02046, 3.09238], [0.70985, -1.88446, -1.42162], [0.54485, -2.67046, -1.07362], [0.88585, -1.15746, -0.66662], [3.54385, 0.94554, -0.91262], [2.74985, 1.08654, -0.45862], [4.27485, 1.39554, -0.60362], [-2.60615, -0.50846, -1.27462], [-2.11315, -0.12746, -0.60362], [-2.31515, -0.00946, -1.98562]], "forces_ev_per_a": [[0.0, 0.0, -0.2], [-1.2, -0.7, 2.4], [0.8, 0.3, -1.9], [0.3, 0.4, -0.2], [1.9, 7.6, -0.7], [-1.1, -5.1, 2.8], [-0.8, -2.4, -2.2], [0.2, -2.4, -3.0], [-1.8, 0.8, 1.5], [1.7, 1.6, 1.4], [-2.5, -2.3, -0.1], [1.7, 1.0, 2.6], [0.8, 1.3, -2.5]]}

***

[3]
{"formula": "C38H39Br2IrN5O7", "method": "wB97M-V/def2-TZVPD", "spin_multiplicity": 6, "s_squared": 8.849, "lumo_ha": [-0.01649, -0.10945], "symbols": ["Ir", "O", "C", "O", "C", "O", "C", "C", "O", "O", "H", "H", "H", "H", "H", "Br", "C", "C", "C", "Br", "C", "C", "C", "C", "N", "C", "C", "O", "H", "H", "H", "H", "C", "C", "C", "C", "C", "N", "C", "O", "N", "C", "C", "C", "C", "N", "C", "C", "C", "H", "H", "H", "H", "H", "H", "H", "H", "H", "H", "H", "H", "H", "C", "C", "C", "C", "C", "C", "C", "C", "C", "C", "C", "C", "N", "H", "H", "H", "H", "H", "H", "H", "H", "H", "H", "H", "H", "H", "H", "H", "H", "H"], "coordinates": [[1.62345, -0.47346, -0.51819], [5.15940, 1.12444, -1.60442], [4.65277, -0.07321, -1.89717], [3.50544, -0.22997, -2.37810], [5.61687, -1.15023, -1.52590], [5.52889, -1.33471, -0.13475], [5.04191, -2.62319, 0.28213], [3.71001, -2.73847, -0.41362], [3.63458, -3.25078, -1.54016], [2.72920, -2.16792, 0.24477], [4.51532, 1.81817, -1.83848], [6.63545, -0.86748, -1.82417], [5.40192, -2.07406, -2.08596], [4.94882, -2.51853, 1.38764], [5.70332, -3.47835, 0.08330], [0.26770, 4.20437, -1.97864], [1.53426, 3.72821, -0.74017], [2.31885, 4.66763, -0.07876], [3.17933, 4.28626, 0.99593], [3.70381, 5.62694, 2.17773], [3.53026, 2.91821, 1.22296], [4.44201, 2.41708, 2.20486], [4.42775, 1.07659, 2.52131], [3.57010, 0.21248, 1.79854], [2.81727, 0.60065, 0.77894], [2.72337, 1.97178, 0.53342], [1.84028, 2.34577, -0.53619], [1.44120, 1.33915, -1.27843], [2.30712, 5.73316, -0.34699], [5.14820, 3.09878, 2.68285], [5.16744, 0.67528, 3.20715], [3.59810, -0.84279, 1.94841], [-7.03116, 2.51834, 1.62617], [-6.17746, 1.94096, 0.55843], [-5.91452, 2.69519, -0.61818], [-5.06268, 2.24904, -1.60278], [-4.43538, 0.98586, -1.44212], [-3.50174, 0.42355, -2.37098], [-3.42784, 0.78632, -3.70852], [-4.09911, 1.63919, -4.25200], [-2.39472, 0.10533, -4.39393], [-1.23438, -0.57881, -3.96255], [-0.66683, -1.55987, -4.77038], [0.50258, -2.17220, -4.35123], [1.02001, -1.94415, -3.07034], [0.55254, -0.89857, -2.34622], [-0.63473, -0.28277, -2.71622], [-4.78093, 0.18678, -0.33906], [-5.60758, 0.68236, 0.63285], [-7.33262, 1.75868, 2.35995], [-7.87886, 2.99128, 1.14613], [-6.54879, 3.38467, 2.17933], [-6.41649, 3.64657, -0.80445], [-4.82479, 2.84941, -2.48909], [-2.86651, -0.29442, -2.05580], [-2.44849, 0.17611, -5.39617], [-1.16980, -1.89263, -5.62795], [0.98598, -2.90743, -4.99872], [1.84848, -2.51545, -2.68161], [-1.00387, 0.56147, -2.10610], [-4.33954, -0.83499, -0.35224], [-5.83386, 0.02921, 1.48339], [-0.25016, 2.42532, 2.44665], [-1.18827, 1.30826, 1.85744], [-1.40139, 1.53823, 0.36678], [-0.77570, -0.09180, 2.33508], [-0.71366, -0.20521, 3.70434], [-0.67441, -1.48388, 4.24586], [-0.84694, -2.61361, 3.48631], [-0.74835, -2.53654, 2.11418], [-0.87125, -3.84496, 1.34780], [-0.53839, -3.75499, -0.13526], [-0.01235, -4.96625, 1.94901], [-0.47061, -1.21804, 1.53551], [0.15267, -1.03097, 0.38105], [-0.30464, 3.29511, 1.80932], [0.81582, 2.15369, 2.43066], [-0.45915, 2.68401, 3.49203], [-2.17596, 1.54693, 2.35101], [-0.42177, 1.64508, -0.10774], [-1.99402, 2.46365, 0.20097], [-1.93657, 0.76953, -0.19042], [-0.75267, 0.71471, 4.32216], [-0.59160, -1.58293, 5.31375], [-1.00473, -3.60345, 3.92549], [-1.93343, -4.17932, 1.40988], [0.51794, -3.86492, -0.30643], [-0.89010, -2.90151, -0.70200], [-0.89245, -4.67914, -0.60846], [-0.05833, -5.79054, 1.26326], [-0.35226, -5.31626, 2.91118], [1.07142, -4.63106, 1.97112]], "forces_ev_per_a": [[1.7, -2.9, -0.3], [-0.3, 0.2, -0.2], [-2.5, 0.1, -1.3], [3.0, 0.4, 1.2], [0.8, -1.0, -0.9], [0.6, -0.4, 0.4], [0.1, 0.3, 1.0], [-1.7, -0.5, -0.4], [0.0, 0.4, 1.1], [0.5, -0.4, -0.5], [0.0, -0.3, 0.1], [-0.1, 0.3, 0.3], [-0.2, 0.4, 0.2], [-0.1, -0.2, -0.8], [0.1, 0.4, -0.4], [-0.5, 0.2, -0.7], [1.7, 0.4, 0.6], [-0.3, -0.1, 0.3], [-0.1, -0.7, -1.1], [0.4, 0.2, 0.0], [-0.8, -0.1, 0.9], [-0.2, 1.0, -0.3], [-0.6, -0.9, -1.2], [1.9, 0.4, 1.5], [0.0, 3.4, -0.3], [1.0, -0.5, -0.1], [0.6, -1.6, -0.2], [-1.0, 3.7, 0.6], [-0.5, -0.6, 0.3], [-0.3, -0.2, -0.1], [-0.4, -0.1, 0.1], [-0.1, -0.5, 0.3], [0.2, 1.0, 0.9], [0.7, 0.7, -1.3], [-0.4, -0.3, 0.6], [1.2, -0.8, -0.4], [-0.5, -0.2, 0.1], [-0.7, 1.0, -0.7], [1.2, 0.0, 0.8], [0.1, -0.7, 0.0], [-0.1, -0.2, -0.3], [-0.5, 0.4, 1.6], [0.9, 0.4, 1.4], [-0.1, -0.8, 0.3], [-0.7, 1.6, -0.9], [-2.3, -1.0, -1.6], [1.9, -0.3, -0.9], [1.3, -0.3, -1.7], [-0.5, -0.5, 1.2], [-0.1, 0.3, -0.2], [-0.6, -0.1, 0.1], [-0.2, -1.1, -0.5], [0.1, -0.2, 0.4], [-0.3, -0.3, 0.5], [-0.4, 0.0, 0.1], [-0.3, 0.3, 0.0], [-0.4, -0.1, -1.3], [-0.2, 0.1, 0.3], [0.3, 0.2, 0.1], [0.6, -0.7, -0.3], [-0.5, 0.8, 0.5], [0.0, 0.3, -0.2], [0.5, -0.7, -0.2], [-0.4, 0.7, 0.7], [0.2, 0.6, -0.4], [-0.3, 1.9, 0.4], [-0.2, -0.3, 0.2], [-0.1, 0.7, 1.6], [0.1, -0.5, -0.7], [0.3, 0.2, -0.5], [-0.3, 0.3, -0.3], [0.0, -1.2, -0.5], [1.2, 0.9, -0.4], [-0.3, -1.1, -0.1], [-2.2, -0.8, 1.2], [-0.3, 0.5, 0.0], [-0.3, -0.3, -0.1], [-0.2, 0.0, -0.4], [0.7, -0.7, -0.4], [-0.4, 0.1, -0.1], [0.5, -0.4, 0.2], [0.0, -0.3, 0.5], [0.0, -0.9, -0.3], [-0.1, -0.1, 0.3], [0.1, 0.5, 0.1], [0.5, 0.4, 0.2], [0.8, 0.5, 0.1], [-0.3, 0.1, 0.2], [-0.4, 0.2, -0.1], [0.0, -0.6, -0.3], [0.1, 0.0, 0.3], [-1.2, -0.4, 0.2]]}

***

[4]
{"formula": "CH4Cl3NSi", "method": "wB97M-V/def2-TZVPD", "smiles": "ClC(Cl)Cl.N=[SiH2]", "lumo_ha": -0.03075, "symbols": ["C", "N", "Si", "Cl", "Cl", "Cl", "H", "H", "H", "H"], "coordinates": [[-1.74297, 0.01085, 0.08680], [1.24512, -0.94925, -0.45383], [2.09241, 0.38366, -0.10256], [-1.89030, 0.91099, 1.57448], [-2.84950, -1.42230, -0.07281], [-2.04173, 1.00076, -1.38450], [1.60310, -1.75771, -0.10765], [-0.76530, -0.27695, -0.06852], [1.46807, 1.48505, -0.63242], [2.88110, 0.61490, 1.16100]], "forces_ev_per_a": [[-2.5, 0.2, -1.2], [0.0, 3.2, -1.3], [-0.5, -2.0, 1.6], [-0.2, -0.2, -0.1], [0.7, 0.7, 0.6], [-0.1, 0.3, 0.5], [1.0, -3.3, 1.4], [1.9, -1.1, 0.2], [-0.5, 2.1, -0.9], [0.2, -0.1, -0.7]]}

***

Going through the records in order, we get relative energy (zero: lowest compared OMol25 entry of this formula, charge and spin) values of 23.9, 29.0, 0.0, 107.3 kcal per mole.